{"formula": "C3H3NS2", "method": "ωB97M-V/def2-TZVPD", "elements": ["C", "C", "C", "N", "S", "S", "H", "H", "H"], "coordinates": [[0.80439, -1.34255, -0.09154], [-0.38021, -0.29247, -0.05037], [0.26694, 1.05617, 0.04986], [1.67978, -2.05427, -0.05246], [-1.78265, -0.78261, 0.93018], [-1.83066, -0.66876, -1.10299], [0.53022, 1.55231, -0.82370], [1.09610, 0.79086, 0.60732], [-0.38391, 1.74132, 0.53370]], "forces_ev_per_angstrom": [[-4.470, 2.840, -0.117], [1.517, -2.297, -1.151], [-1.955, -0.539, 0.556], [2.020, -1.559, 0.021], [0.111, 0.017, 0.934], [0.678, 0.247, -0.483], [0.660, 0.195, -2.009], [1.957, 0.592, 1.375], [-0.519, 0.505, 0.874]], "de_lowest_ev": 0.765, "smiles": "CC1(C#N)SS1", "orbital_gap_ev": 8.640, "e_homo_ha": -0.3291, "total_energy_ev": -26318.523}